Record 1
The following is a DFT calculation (ωB97M-V with the def2-TZVPD basis set) of a 6-piece molecular cluster, C5H25N2O5 overall at a distorted geometry.

As for the total energy: -690.89565 Eh. For the strongest force on any atom, the calculation gives 0.07077 hartree/bohr. Its relative energy (zero: lowest compared OMol25 entry of this formula, charge and spin) is 4.0250 eV. The HOMO energy is -12.2 eV. As for the total charge: +1. As for the orbital gap: 9.66 eV.

CARTESIAN COORDINATES (ANGSTROEM)
C 0.8249 -0.2180 -1.0802
N 0.8804 -0.5936 0.3473
C 1.9959 -1.4681 0.6984
C 2.1856 -1.6445 2.1992
C 0.6989 1.3305 -1.1675
N 0.2199 2.0312 0.1164
C 0.2072 3.5149 0.0581
H 1.6762 -0.5170 -1.6919
H 0.2042 -0.8161 -1.8228
H -0.0397 -1.0729 0.4496
H 2.1899 -2.4501 0.1759
H 2.8107 -1.0062 0.1840
H 2.4549 -0.6696 2.5969
H 3.1200 -2.2232 2.2377
H 1.4252 -2.3064 2.5411
H 0.0165 1.4768 -2.0095
H 1.7167 1.7657 -1.2845
H 0.6792 1.8457 1.0279
H -0.7397 1.6132 0.3976
H 0.6416 4.0960 0.8983
H -0.8846 3.8471 -0.1963
H 0.7221 3.9414 -0.8108
H -4.3059 0.8363 -1.4553
H -4.5740 0.6522 0.0901
O -3.9002 0.7451 -0.5901
H -1.8620 -3.1010 -2.1358
H -2.1580 -1.6735 -2.0771
O -1.5077 -2.2988 -1.7298
H -2.2055 -2.4326 2.0222
H -2.6267 -2.1323 0.6790
O -2.5161 -1.6579 1.5300
H 4.5737 0.0632 -1.9593
H 4.0956 0.7156 -0.8508
O 3.7150 0.0612 -1.5020
H -2.4151 0.8830 1.0245
H -1.3542 -0.2673 1.4181
O -1.6032 0.6748 1.4704

***

Record 2
The following is a DFT calculation (ωB97M-V with the def2-TZVPD basis set) of a 7-piece molecular cluster, C5H25N2O7 overall.

As for the total energy: -841.69983 Eh. For the strongest force on any atom, the calculation gives 0.01744 hartree/bohr. Its relative energy (zero: lowest compared OMol25 entry of this formula, charge and spin) is 1.6862 eV. The HOMO energy is -3.7 eV. As for the total charge: -1. As for the orbital gap: 6.80 eV.

CARTESIAN COORDINATES (ANGSTROEM)
N -0.4468 0.5901 2.7204
C -0.7671 1.6121 1.7185
C 0.0512 1.5419 0.4162
N -0.7878 1.1886 -0.7424
C -0.1234 -1.2534 -1.1105
C -1.1840 -0.2677 -0.7586
C -2.3141 -0.3935 -1.7821
O -2.9207 -1.6786 -1.6935
H 0.5154 0.6886 3.0132
H -0.5567 -0.3516 2.3683
H -0.5963 2.5802 2.1883
H -1.8271 1.5051 1.4896
H 0.8870 0.8441 0.5375
H 0.5240 2.5052 0.1967
H -0.3046 1.3729 -1.6136
H -2.2048 -2.2982 -1.5664
H -0.2115 -1.8261 -2.0314
H 0.5949 -1.6670 -0.4198
H -1.6191 -0.4595 0.2395
H -1.9480 -0.2607 -2.8043
H -3.1067 0.3282 -1.5831
H 0.8158 -0.8791 -2.9011
H 1.3743 0.2976 -3.7667
O 1.4097 -0.6483 -3.6711
H 2.2988 -1.5558 1.5733
H 3.0098 -0.7372 0.4458
O 3.1431 -1.1159 1.3528
H 2.8059 -0.5807 -1.9584
H 1.6499 -0.1303 -1.0779
O 2.6498 -0.1224 -1.1187
H -2.4117 2.2756 -0.5308
H -3.8516 1.8689 -0.1660
O -3.3216 2.6372 -0.4159
H -0.2838 -2.3233 0.7334
H -1.2167 -2.7502 1.8725
O -0.2912 -2.5303 1.6958
H 2.9582 1.0061 3.4684
H 3.7452 0.1459 2.4941
O 3.8626 0.8414 3.1880

***

Record 3
The following is a DFT calculation (ωB97M-V with the def2-TZVPD basis set) of a 9-piece molecular cluster, C5H25N8O11 overall at a distorted geometry.

As for the total energy: -1471.14867 Eh. For the strongest force on any atom, the calculation gives 0.11364 hartree/bohr. Its relative energy (zero: lowest compared OMol25 entry of this formula, charge and spin) is 1.0683 eV. The HOMO energy (spin up / spin down) is -9.3 / -9.3 eV. The multiplicity is 2. As for the orbital gap (spin up / spin down): 8.32 / 2.87 eV.

CARTESIAN COORDINATES (ANGSTROEM)
O 0.4576 0.0563 1.8851
C -0.5167 -0.3330 1.1040
O -1.1223 -1.3876 1.2287
O -0.6784 0.5144 0.1883
H 0.5866 0.7905 1.2803
C 2.1490 2.2034 -2.1849
O 2.7719 2.4037 -3.2116
N 2.6182 2.5087 -1.0691
N 1.0886 1.4448 -2.1655
H 3.4604 3.0580 -0.9739
H 2.0967 2.2760 -0.2360
H 0.5560 1.4748 -3.0231
H 0.6449 1.0883 -1.3311
C 0.1647 -1.1519 -3.5859
O 0.3577 -0.7513 -4.7053
N -0.7235 -0.7444 -2.7638
N 0.9032 -2.0680 -3.0013
H -1.3143 -0.0002 -3.1061
H -0.7731 -1.0485 -1.8019
H 0.8913 -2.1508 -1.9948
H 1.6077 -2.4680 -3.6046
C -2.2790 4.8640 0.8299
O -2.9045 5.0248 -0.1948
N -2.2153 5.6524 1.8857
N -1.5381 3.8286 0.9818
H -2.7075 6.5273 1.7743
H -1.6551 5.4315 2.6966
H -0.8331 3.7471 1.7005
H -1.8352 3.0351 0.4321
C -0.0508 -5.5209 0.2297
O -0.9447 -5.6199 1.0928
N 0.8828 -6.3207 -0.1267
N -0.0511 -4.4514 -0.4994
H 1.5345 -5.9991 -0.8281
H 1.1035 -7.0614 0.5235
H -0.7584 -3.7676 -0.2710
H 0.7325 -4.3094 -1.1206
O 1.8769 3.8104 1.4744
H 2.6927 3.3910 1.7480
H 1.2046 3.4100 2.0257
O -3.4646 0.2751 0.0661
H -3.7932 -0.6005 -0.1379
H -2.5143 0.2011 -0.0209
O 1.1359 -2.8896 1.9390
H 0.7851 -1.9991 1.9509
H 0.4225 -3.4331 2.2734
O -0.3820 -1.0504 4.3374
H -0.0944 -0.8059 3.4577
H 0.4241 -1.0845 4.8525

***

Record 4
The following is a DFT calculation (ωB97M-V with the def2-TZVPD basis set) of a 9-piece molecular cluster, C5H25NO10 overall at a distorted geometry.

As for the total energy: -1012.21661 Eh. For the strongest force on any atom, the calculation gives 0.10272 hartree/bohr. Its relative energy (zero: lowest compared OMol25 entry of this formula, charge and spin) is 2.5801 eV. The HOMO energy (spin up / spin down) is -13.5 / -13.5 eV. The multiplicity is 2. As for the total charge: +1. As for the orbital gap (spin up / spin down): 9.65 / 4.86 eV.

CARTESIAN COORDINATES (ANGSTROEM)
C 0.8613 1.0806 -0.8826
N 0.6008 0.3977 -2.0899
C -0.7372 0.4623 -2.7020
C -1.8139 -0.2288 -1.7847
C 1.4685 -0.7012 -2.5556
C 0.7889 -1.9556 -3.0419
O -0.3821 -2.1014 -3.0377
O 1.9524 0.9701 -0.2950
H 0.0853 1.9532 -0.6845
H -0.9228 0.1689 -3.7742
H -0.8873 1.5353 -2.8915
H -2.1306 0.1801 -0.7972
H -2.7968 -0.2722 -2.4181
H -1.7624 -1.2829 -1.3574
H 2.1072 -0.9703 -1.7310
H 2.1133 -0.3367 -3.2546
H 1.5306 -2.8074 -3.1840
H -2.0880 3.8280 -0.0967
H -2.0866 2.1767 0.2559
O -2.3459 2.8566 -0.5138
H 0.0990 4.3945 1.0800
H 0.5607 2.8955 0.9875
O 0.5237 3.5991 1.5454
H 3.3113 -1.0996 2.9830
H 3.5292 -0.0315 1.8995
O 3.9225 -0.8232 2.3375
H 0.7939 -3.2339 1.2151
H 0.5433 -3.5879 2.6856
O 0.0517 -3.3247 1.8463
H -1.6846 1.5106 2.1557
H -1.9776 0.2757 1.2133
O -1.5819 1.1118 1.2223
H 1.2668 -1.8255 -0.2134
H 2.4476 -1.8615 0.7234
O 1.9068 -2.3572 0.1106
H -0.2096 0.7197 3.5715
H 0.0671 2.2972 3.2117
O -0.6059 1.6206 3.6857
H -1.2878 -1.8999 1.6736
H -3.0613 -1.8081 1.4652
O -2.1697 -1.5246 1.4368

***

Record 5
The following is a DFT calculation (ωB97M-V with the def2-TZVPD basis set) of a 7-piece molecular cluster, C5H25NO6S2 overall at a distorted geometry.

As for the total energy: -1507.91714 Eh. For the strongest force on any atom, the calculation gives 0.19857 hartree/bohr. Its relative energy (zero: lowest compared OMol25 entry of this formula, charge and spin) is 3.1961 eV. The HOMO energy is -8.7 eV. Its structure (SMILES) is CCN[C@H](C)CSS.O.O.O.O.O.O. As for the orbital gap: 8.69 eV.

CARTESIAN COORDINATES (ANGSTROEM)
S -1.7223 -2.9756 1.8270
S -2.2955 -2.6094 -0.1269
C -0.8221 -2.2065 -1.2566
C -0.6669 -0.7006 -1.5129
C -1.8928 0.0958 -2.0304
N -0.1104 -0.0975 -0.2049
C 0.8746 1.0609 -0.4713
C 1.4860 1.5617 0.8581
H -1.5887 -1.6864 2.4372
H -1.1676 -2.7803 -2.1409
H 0.0784 -2.7984 -1.0348
H 0.0756 -0.5643 -2.3537
H -2.5577 0.2005 -1.1637
H -2.4765 -0.3783 -2.8446
H -1.4860 1.1171 -2.4772
H -0.9793 0.1655 0.2642
H 0.4463 1.8273 -1.1277
H 1.6572 0.6208 -1.0561
H 1.0150 2.4088 1.3083
H 1.4562 0.6863 1.5056
H 2.6268 1.7188 0.8472
H -3.1504 1.6277 2.4953
H -3.5553 -0.1645 2.8658
O -3.1654 0.5670 2.2796
H -0.7819 4.1813 -1.3051
H -2.1532 4.3553 -0.4588
O -1.6246 4.4764 -1.2928
H 0.2100 2.8951 -3.5090
H -1.1467 2.9326 -2.7197
O -0.0818 2.8797 -2.6857
H 1.6426 -1.9977 0.5909
H 2.6794 -3.1175 0.2718
O 1.7017 -2.8106 0.1695
H 3.9004 -0.4322 2.4954
H 3.7342 -0.9545 1.1233
O 3.8559 -1.1340 2.0418
H 2.6658 -2.7251 2.4434
H 1.3088 -2.3002 2.8172
O 2.0103 -2.9452 3.1308